The following is a DFT calculation (ωB97M-V/def2-TZVPD) of C12H14F5IN2OPbTe as an isolated structure.

Calculated values
Net charge: +2
E_HOMO (alpha / beta) (eV): -16.80 / -16.80

Each line ends with the Mulliken charge.
Positions of all 37 atoms, in Å:
C 0.704 0.747 2.564  -0.47
C 0.749 -0.739 2.488  -0.70
H 1.651 0.974 2.090  0.24
H 0.480 1.145 3.556  0.38
H -0.091 1.141 1.887  0.03
H 0.922 -1.089 1.433  -0.02
H 1.575 -1.187 3.037  0.37
H -0.279 -0.986 2.744  0.33
C -0.083 2.729 -1.931  0.01
C 0.145 3.520 -3.054  -0.76
C 0.108 2.895 -4.306  -0.47
C -0.114 1.504 -4.370  -0.63
H -0.019 3.139 -0.915  0.50
H 0.342 4.587 -2.920  0.44
H 0.255 3.487 -5.216  0.45
H -0.115 0.979 -5.319  0.40
N -0.399 1.416 -2.044  -0.16
C -0.336 0.734 -3.223  0.67
C -0.472 -0.737 -3.208  0.78
N -0.568 -1.391 -2.018  -0.22
C -0.553 -2.733 -1.898  0.08
C -0.549 -2.943 -4.279  -0.45
C -0.570 -3.557 -3.020  -0.79
H -0.545 -3.158 -0.890  0.52
H -0.593 -4.638 -2.883  0.44
C -0.490 -1.542 -4.352  -0.72
H -0.466 -1.037 -5.306  0.43
H -0.578 -3.565 -5.190  0.44
Pb -0.524 0.023 -0.293  1.15
I 2.738 -0.053 -0.532  0.29
F -3.713 -1.514 2.251  -0.38
Te -3.485 0.350 2.030  2.13
F -4.441 0.655 3.633  -0.34
F -5.119 0.614 1.112  -0.34
F -2.988 2.185 2.002  -0.40
F -2.015 0.131 3.211  -0.43
O -2.590 0.061 0.448  -0.78

The following is a DFT calculation (ωB97M-V/def2-TZVPD) of C5H6O2S2 in the gas phase.

Calculated values
E_HOMO (eV): -9.44

Each line ends with the Mulliken charge.
Positions of all 15 atoms, in Å:
C -0.103 -1.463 1.916  -0.46
C 0.479 -1.463 0.653  -0.41
C -1.236 -0.809 2.024  -0.36
C -0.323 -0.778 -0.247  0.31
C 0.768 1.946 -1.181  -0.70
O -1.032 0.187 -2.468  -0.56
O 1.324 0.760 -1.678  -0.29
S -1.716 -0.057 0.500  -0.03
S 0.185 -0.491 -2.008  0.52
H 0.290 -2.086 2.734  0.32
H 1.255 -2.111 0.298  0.39
H -1.796 -0.343 2.816  0.39
H 0.972 2.025 -0.126  0.24
H -0.226 1.909 -1.319  0.42
H 1.159 2.775 -1.914  0.22

The following is a DFT calculation (ωB97M-V/def2-TZVPD) of C4H7ClNO3P in the gas phase.

Calculated values
E_HOMO (eV): -9.11

Each line ends with the Mulliken charge.
Positions of all 17 atoms, in Å:
C 2.280 -0.913 0.286  -0.93
C 1.015 -0.152 -0.388  0.49
O 0.941 -0.140 -1.638  -0.46
N 0.077 0.514 0.557  -0.04
C -0.033 1.978 0.188  -0.93
P -1.537 -0.173 0.523  0.45
Cl -2.097 -1.185 2.274  -0.20
C -1.897 -1.320 -0.935  0.63
O -2.498 -0.800 -1.950  -0.57
O -1.530 -2.639 -0.999  -0.62
H 3.038 -0.063 0.518  0.26
H 2.018 -1.380 1.297  0.29
H 2.802 -1.617 -0.444  0.31
H -0.444 2.566 1.097  0.33
H 1.042 2.332 -0.053  0.32
H -0.727 2.043 -0.728  0.45
H -2.450 0.948 0.394  0.22

The following is a DFT calculation (ωB97M-V/def2-TZVPD) of C5H8O in the gas phase.

Calculated values
E_HOMO (eV): -8.51

Each line ends with the Mulliken charge.
Positions of all 14 atoms, in Å:
C -0.119 -1.615 -0.541  -1.28
C 0.770 -0.580 0.120  0.23
C 0.475 0.924 0.060  0.39
C -0.991 1.298 0.069  -1.37
C 0.942 -0.340 1.633  -0.43
O 0.950 0.981 1.441  -0.19
H -1.169 -1.308 -0.552  0.32
H 0.188 -1.773 -1.581  0.32
H -0.057 -2.576 -0.022  0.35
H 1.819 -0.753 -0.165  0.31
H 1.074 1.549 -0.614  0.34
H -1.481 1.051 -0.877  0.32
H -1.115 2.366 0.270  0.34
H -1.483 0.741 0.874  0.36

Calculated largest force on an atom (Eh/bohr), listed in the same order as above: 0.0762, 0.0822, 0.1778, 0.0069